C14H25N2O2 | ωB97M-V/def2-TZVPD

Properties
**Total charge**: -1
**E_LUMO**: 3.012 eV
**Electronic energy**: -808.36358 hartree
**HOMO energy**: -1.524 eV

Last column: Löwdin charge in e.
CARTESIAN COORDINATES (ANGSTROEM)
C 2.1901 1.1282 1.5420  -0.134
O 1.7511 0.3997 0.4312  -0.229
C 2.7774 -0.2880 -0.2541  -0.261
C 2.2070 -1.4983 -0.9720  -0.177
C 1.8853 -2.7500 -0.1327  -0.228
C 1.5108 -2.5686 1.3408  -0.212
C 0.0623 -2.0618 1.5701  -0.380
N -0.7930 -2.4284 0.4975  -0.132
C -2.1633 -2.2475 0.7970  -0.342
C -2.9566 -1.4557 -0.2886  -0.446
C -3.0706 0.0258 0.0289  -0.084
O -2.3605 -1.5298 -1.5835  -0.086
H 2.7243 0.4856 2.2551  0.081
H 1.3042 1.5332 2.0325  0.087
H 2.8531 1.9610 1.2561  0.080
H 3.5750 -0.5762 0.4477  0.116
H 3.2348 0.3934 -0.9928  0.111
H 2.9588 -1.7685 -1.7264  0.099
H 1.3156 -1.1790 -1.5217  0.109
H 2.7405 -3.4365 -0.2030  0.090
H 1.0194 -3.2456 -0.5771  0.077
H 2.2329 -1.9203 1.8560  0.080
H 1.6057 -3.5536 1.8141  0.090
H 0.1208 -0.9597 1.7506  0.077
H -0.2645 -2.4771 2.5583  0.083
H -2.3407 -1.6898 1.7439  0.091
H -2.7198 -3.2148 0.9310  0.077
H -3.9671 -1.8982 -0.3327  0.111
H -3.3993 0.5941 -0.8468  0.058
H -3.7917 0.1853 0.8356  0.071
H -2.0959 0.4087 0.3470  0.072
H -2.0252 -2.4246 -1.6837  0.068
N -2.1225 3.1919 -1.3501  0.062
C -1.2310 2.2174 -1.5301  -0.139
C 0.1405 2.4051 -1.4028  -0.050
C 0.6056 3.6615 -1.0564  -0.086
C -0.3124 4.6817 -0.8552  -0.094
C -1.6587 4.3948 -1.0186  -0.175
H -1.6274 1.2378 -1.7737  0.090
H 0.8189 1.5770 -1.5433  0.093
H 1.6675 3.8412 -0.9398  0.100
H 0.0040 5.6792 -0.5783  0.090
H -2.4052 5.1695 -0.8723  0.093